Entry 1:
This record from the OMol25 dataset describes one molecule with the formula C3H10N2 in a non-equilibrium geometry. The level of theory is ωB97M-V/def2-TZVPD.

Calculated values
SMILES: CNCCN
Gap between HOMO and LUMO (eV): 10.224
Highest occupied orbital energy (eV): -9.09
ΔE to the lowest compared entry with this formula, charge and spin (kcal/mol): 31.3
LUMO (eV): 1.1

```
15
Properties=species:S:1:pos:R:3:forces:R:3:lowdin_charge:R:1
C 0.8518 -1.1531 -2.0344 -0.286 1.436 0.411 -0.13
N -0.2072 -0.3652 -1.2373 1.666 0.748 0.886 -0.15
C 0.2460 -0.1965 0.2119 -1.254 -0.707 -0.176 -0.27
C -0.8146 0.6362 0.9616 -1.314 -0.927 0.852 -0.31
N -0.3294 1.1374 2.2840 -1.179 2.174 -0.057 -0.05
H 1.7967 -1.2948 -1.3961 -1.232 0.201 -1.158 0.08
H 0.4400 -2.1340 -2.3490 0.279 0.593 0.346 0.06
H 1.0531 -0.5341 -2.9640 0.126 -0.979 1.052 0.08
H -0.1883 0.6487 -1.5229 -0.016 -1.592 -0.298 0.09
H 1.1712 0.4249 0.2589 -0.192 -0.944 0.189 0.11
H 0.2992 -1.2331 0.7062 0.438 1.563 -0.765 0.13
H -1.7918 0.0866 1.1791 1.213 0.188 -0.919 0.12
H -1.1200 1.4951 0.3065 0.497 -0.454 0.767 0.11
H -0.4033 0.5445 3.1277 -0.163 -0.118 -1.264 0.06
H -1.0033 1.9375 2.4677 1.415 -1.183 0.134 0.08
```
Positions in Å, forces in eV/Å.

Entry 2:
This record from the OMol25 dataset describes a 2-piece molecular cluster, H4N3O4S overall in a non-equilibrium geometry. The level of theory is ωB97M-V/def2-TZVPD.

Calculated values
Gap between HOMO and LUMO (eV): 9.138
Total charge: -1
Highest occupied orbital energy (eV): -5.36
ΔE to the lowest compared entry with this formula, charge and spin (kcal/mol): 23.9
LUMO (eV): 3.8

```
12
Properties=species:S:1:pos:R:3:forces:R:3:lowdin_charge:R:1
N 0.7252 -0.5093 -2.5770 0.783 -1.282 -1.953 0.03
N 0.1564 -0.0089 -1.5724 2.194 -1.222 -0.269 -0.26
N 0.5620 -0.1655 -0.3873 0.794 0.228 0.585 -0.03
O 0.1893 1.4157 1.6333 0.150 -0.158 -0.726 -0.34
O -1.3294 1.4957 -0.2847 -0.502 1.378 -0.989 -0.35
O -1.3297 -0.4383 1.1193 -0.167 0.509 0.107 -0.36
O 0.8302 -1.2226 2.3347 3.536 0.383 2.338 -0.09
S -0.5438 0.6874 0.6124 -0.723 -1.446 1.583 0.41
H 0.0672 -1.2228 1.8437 -3.276 -0.875 -1.756 -0.10
H 0.2813 -0.4145 -3.5323 -0.208 0.725 2.080 0.05
H -0.5624 0.6396 -1.5138 -3.069 2.129 -1.463 0.05
H 0.9537 -0.2565 2.3240 0.489 -0.369 0.464 -0.01
```
Positions in Å, forces in eV/Å.

Entry 3:
This record from the OMol25 dataset describes CH2F6N3P3 as an isolated structure in a non-equilibrium geometry. The level of theory is ωB97M-V/def2-TZVPD.

Calculated values
Gap between HOMO and LUMO (eV): 11.652
Highest occupied orbital energy (eV): -11.24
ΔE to the lowest compared entry with this formula, charge and spin (kcal/mol): 0.0
LUMO (eV): 0.4

```
15
Properties=species:S:1:pos:R:3:forces:R:3:lowdin_charge:R:1
C 0.3351 -0.0331 0.5998 -0.859 -1.433 6.561 -0.08
N -1.0578 0.4676 1.4446 2.455 -0.673 -1.751 -0.22
N -2.2310 -1.5168 -0.0905 0.359 0.353 -0.884 -0.19
N -3.2290 1.0482 0.0184 -0.107 -0.835 -0.324 -0.18
F -1.2244 -1.8006 2.2610 0.172 0.536 -0.391 -0.13
F -0.1223 -2.6787 0.5342 -0.523 1.290 -0.584 -0.20
F -2.0451 2.8955 1.4867 -0.121 -2.581 -1.195 -0.14
F -1.0877 2.1918 -0.4842 1.777 0.897 -1.842 -0.05
F -3.6929 -0.4912 -1.9357 0.576 0.046 -1.625 -0.06
F -4.7180 -0.9879 -0.0138 0.568 -0.034 0.443 -0.10
P -0.9450 -1.2871 0.7903 1.436 -1.778 2.159 0.46
P -1.8691 1.5264 0.6048 -2.046 2.395 2.763 0.38
P -3.3163 -0.4751 -0.4725 -2.002 0.756 1.834 0.36
H 0.5115 0.4599 -0.2450 0.385 1.829 -3.621 0.00
H 1.2478 0.0857 1.3430 -2.069 -0.768 -1.543 0.14
```
Positions in Å, forces in eV/Å.

Entry 4:
This record from the OMol25 dataset describes one molecule with the formula C18H30O2 in a non-equilibrium geometry. The level of theory is ωB97M-V/def2-TZVPD.

Calculated values
SMILES: CCCCC/C=C\C/C=C\C/C=C\CCCCC(=O)O
Gap between HOMO and LUMO (eV): 9.014
Highest occupied orbital energy (eV): -8.30
ΔE to the lowest compared entry with this formula, charge and spin (kcal/mol): 320.4
LUMO (eV): 0.7

```
50
Properties=species:S:1:pos:R:3:forces:R:3:lowdin_charge:R:1
C 3.5122 3.5993 -0.5433 -0.515 -2.433 -3.526 -0.09
C 3.9648 2.1466 -0.2879 -2.679 1.524 2.045 -0.28
C 2.9112 1.2752 -0.8260 -5.748 -4.541 -0.475 -0.27
C 3.1250 -0.3118 -0.5233 -0.630 0.021 0.037 -0.13
C 2.8184 -0.7472 1.1579 2.506 8.995 -2.677 -0.21
C 2.9407 -2.0816 1.0779 2.272 -7.293 3.885 -0.21
C 1.8789 -2.9099 1.0913 3.807 0.766 0.278 -0.18
C 0.5301 -2.6195 0.9543 -5.507 5.246 3.227 -0.29
C -0.0315 -2.9745 -0.3133 -1.429 -6.823 -5.242 -0.05
C -0.4729 -2.4467 -1.5286 4.062 -7.746 15.943 -0.19
C -0.4687 -1.2418 -1.7456 -2.904 18.542 3.415 -0.26
C -1.8629 -0.6248 -2.0443 3.480 -1.509 -4.783 -0.12
C -2.9583 -0.6422 -1.4251 -3.733 -0.344 6.311 -0.05
C -3.0506 -0.8735 0.3088 4.445 -0.946 -5.035 -0.16
C -3.8979 0.1671 0.8134 -5.485 -3.665 5.618 -0.32
C -3.7641 1.6016 0.8154 2.497 0.406 -2.479 -0.28
C -2.5734 2.1324 1.5501 3.294 0.480 -3.047 -0.06
C -1.2137 1.8476 0.6666 0.241 -1.486 0.366 -0.25
O -0.3188 1.1720 1.1992 -2.348 2.786 -3.119 0.03
O -1.2417 2.4217 -0.8610 1.900 -2.411 4.530 -0.05
H 3.5071 3.5806 -1.6671 -0.009 0.861 0.745 0.09
H 2.5406 3.9713 -0.2763 -0.901 -0.991 0.541 0.07
H 4.0979 4.3443 -0.2139 2.835 2.402 1.061 0.02
H 4.0554 1.9949 0.7862 -0.088 -0.256 0.218 0.10
H 4.8616 1.7932 -0.6810 1.887 0.291 -1.076 0.09
H 1.7444 1.2915 -0.3116 3.253 0.966 -0.908 0.13
H 2.5502 1.3740 -1.9534 1.524 0.138 2.001 0.13
H 4.1120 -0.6900 -0.9736 -1.069 0.451 1.221 0.11
H 2.3337 -1.0036 -1.0138 1.076 1.557 0.460 0.09
H 3.5679 -0.0748 1.8041 -1.205 -2.057 -1.296 0.15
H 1.8599 -0.2576 1.3696 -0.059 -0.645 -0.207 0.08
H 4.0352 -2.5886 1.5026 -3.184 1.403 -1.730 0.19
H 1.9951 -3.8665 1.4195 1.071 -2.943 0.203 0.08
H -0.1074 -2.9853 2.0407 1.523 0.622 -3.434 0.21
H 0.3416 -1.4511 0.9933 0.464 -1.806 0.316 0.11
H 0.0885 -4.2505 -0.5207 -0.485 3.385 0.887 0.17
H -0.6183 -2.9281 -2.2515 -2.267 -8.580 -9.975 0.03
H 0.1963 -0.8851 -2.4318 1.829 1.042 -2.146 0.11
H -0.2675 -0.6027 -0.7102 0.338 -1.305 -2.291 0.15
H -1.9778 -0.5260 -3.1262 0.011 0.504 -0.141 0.11
H -3.9409 -0.4273 -1.8700 0.557 0.062 0.111 0.11
H -1.9572 -0.8562 0.6692 -1.514 0.358 -0.448 0.10
H -3.2908 -1.9387 0.4542 -0.759 0.708 0.210 0.11
H -3.9854 -0.2146 2.0155 -0.190 1.146 -2.509 0.17
H -4.9843 -0.0468 0.4254 1.758 0.247 0.626 0.15
H -4.6246 2.1017 1.0276 -2.555 1.014 1.462 0.09
H -3.7501 1.7584 -0.2527 0.832 1.059 -0.744 0.12
H -2.3504 1.4072 2.3835 -0.256 1.919 0.058 0.13
H -2.4628 3.2855 1.4670 -0.740 -1.796 1.520 0.16
H -0.3518 2.0435 -1.1219 -1.206 0.676 -0.005 0.07
```
Positions in Å, forces in eV/Å.

Entry 5:
This record from the OMol25 dataset describes one molecule with the formula C22H21ClFN3O4 in a non-equilibrium geometry. The level of theory is ωB97M-V/def2-TZVPD.

Calculated values
SMILES: O=C(c1cc(COc2ccc(F)cc2Cl)on1)N(Cc1ccncc1)C[C@H]1CCCO1
Gap between HOMO and LUMO (eV): 9.427
Highest occupied orbital energy (eV): -8.82
ΔE to the lowest compared entry with this formula, charge and spin (kcal/mol): 4.4
LUMO (eV): 0.6

```
52
Properties=species:S:1:pos:R:3:forces:R:3:lowdin_charge:R:1
O -0.7593 -1.6830 0.3118 0.271 -0.051 -0.073 0.09
C -0.8209 -0.4816 0.1124 -0.242 -0.119 0.074 -0.40
C 0.3481 0.2234 -0.4760 0.997 0.155 -0.677 -0.20
C 1.7058 -0.0130 -0.1380 0.275 0.462 -0.491 0.07
C 2.3938 0.7683 -1.0191 -0.416 -0.658 0.824 -0.23
C 3.8549 1.0225 -1.2071 -0.066 0.355 -0.274 -0.10
O 4.6601 0.0818 -0.5445 -0.089 -0.078 0.118 -0.07
C 4.6532 -1.2126 -0.9682 0.155 -0.326 0.003 -0.30
C 3.9446 -1.7043 -2.0579 0.117 0.203 0.121 0.00
C 4.0213 -3.0426 -2.4075 0.167 -0.248 0.110 0.01
C 4.8127 -3.8904 -1.6593 -0.034 0.246 0.030 -0.28
F 4.8935 -5.1915 -1.9957 -0.002 0.006 0.014 0.06
C 5.5317 -3.4381 -0.5658 -0.150 -0.045 -0.200 -0.02
C 5.4454 -2.1018 -0.2279 -0.240 0.193 -0.232 -0.58
Cl 6.3207 -1.4979 1.1248 0.152 -0.007 0.202 0.73
O 1.5282 1.3929 -1.8327 0.821 0.102 -0.071 0.04
N 0.2676 1.0474 -1.4892 -1.211 -0.345 0.181 0.13
N -1.9220 0.2510 0.3924 -0.246 -0.049 0.067 -0.05
C -3.1382 -0.4508 0.7488 0.040 -0.368 0.075 -0.10
C -4.1732 -0.3811 -0.3441 -0.155 0.063 -0.096 -0.19
C -5.5292 -0.3954 -0.0380 0.162 -0.015 -0.128 -0.02
C -6.4468 -0.3497 -1.0754 -0.050 -0.025 0.311 -0.15
N -6.1028 -0.2857 -2.3495 -0.398 0.022 -0.391 0.05
C -4.8137 -0.2722 -2.6407 0.322 -0.013 -0.019 -0.14
C -3.8113 -0.3187 -1.6848 -0.124 -0.024 0.157 0.00
C -1.9826 1.6938 0.3037 0.493 0.632 0.175 -0.09
C -1.2549 2.4030 1.4616 -0.594 0.120 -0.081 -0.29
C -1.6560 1.9407 2.8676 0.212 0.130 -0.153 -0.12
C -0.3764 2.1936 3.6591 0.067 -0.046 -0.205 -0.15
C 0.6770 1.8114 2.6226 0.173 -0.046 0.314 -0.19
O 0.1512 2.2035 1.3647 -0.126 0.031 -0.078 -0.11
H 2.0858 -0.6522 0.6292 0.145 -0.170 0.152 0.13
H 4.0888 1.0753 -2.2798 -0.016 -0.006 0.120 0.15
H 4.1184 1.9844 -0.7526 -0.036 -0.144 -0.159 0.15
H 3.3195 -1.0529 -2.6462 -0.065 0.080 -0.043 0.12
H 3.4691 -3.4237 -3.2509 -0.051 -0.061 -0.081 0.12
H 6.1423 -4.1160 0.0075 0.065 -0.057 0.060 0.12
H -3.5558 -0.0504 1.6780 0.067 -0.022 -0.054 0.13
H -2.8587 -1.4985 0.9130 -0.106 0.225 0.079 0.14
H -5.8625 -0.4442 0.9880 -0.055 0.015 0.110 0.11
H -7.5108 -0.3594 -0.8778 -0.074 -0.001 0.109 0.10
H -4.5736 -0.2213 -3.6944 0.117 0.005 -0.070 0.11
H -2.7722 -0.3061 -1.9754 0.106 0.030 -0.073 0.11
H -1.5319 2.0273 -0.6330 -0.264 0.058 0.118 0.11
H -3.0330 1.9894 0.3157 0.035 -0.005 -0.057 0.14
H -1.4477 3.4820 1.3479 -0.032 -0.143 0.017 0.15
H -2.5180 2.4830 3.2489 -0.078 -0.020 0.000 0.12
H -1.8695 0.8718 2.8633 -0.068 -0.051 0.002 0.11
H -0.3045 1.5953 4.5639 0.016 0.013 0.071 0.11
H -0.2888 3.2494 3.9177 0.020 0.013 0.043 0.12
H 1.6342 2.3183 2.7624 -0.040 -0.079 0.025 0.12
H 0.8466 0.7255 2.6265 0.034 0.064 0.024 0.12
```
Positions in Å, forces in eV/Å.

Entry 6:
This record from the OMol25 dataset describes C26H25BrFeN7O2S3 as an isolated structure in a non-equilibrium geometry. The level of theory is ωB97M-V/def2-TZVPD.

Calculated values
Gap between HOMO and LUMO (alpha / beta) (eV): 7.058 / 7.071
Total charge: +1
Highest occupied orbital energy (alpha / beta) (eV): -9.58 / -9.57
ΔE to the lowest compared entry with this formula, charge and spin (kcal/mol): 2.7
LUMO (alpha / beta) (eV): -2.5 / -2.5

```
65
Properties=species:S:1:pos:R:3:forces:R:3:lowdin_charge:R:1
Fe 0.1336 1.1350 0.5788 0.532 -0.027 -1.350 0.25
C 5.4411 2.4658 -0.4626 -0.006 -0.013 0.007 -0.03
C 4.3168 2.2976 0.5179 0.011 0.119 0.036 -0.23
C 4.5462 2.0485 1.8691 0.009 -0.027 -0.015 0.02
C 3.4862 1.8456 2.7355 0.029 0.076 -0.032 -0.06
C 2.2256 1.9061 2.1871 -0.089 0.163 0.179 -0.71
Br 0.6835 1.4655 3.1996 -0.032 -0.024 0.096 0.95
N 1.9538 2.1771 0.9210 -0.007 -0.793 0.129 -0.05
C 2.9975 2.3597 0.1019 -0.144 0.225 -0.132 -0.06
H 6.3252 2.8765 0.0217 -0.003 0.007 -0.001 0.09
H 5.1592 3.1277 -1.2802 -0.002 -0.005 -0.002 0.08
H 5.7153 1.5009 -0.8925 0.003 0.001 0.003 0.10
H 5.5616 1.9943 2.2417 -0.003 0.003 0.003 0.13
H 3.6286 1.6204 3.7815 0.003 -0.004 -0.001 0.12
H 2.7525 2.5760 -0.9316 0.003 -0.107 -0.017 0.12
N 0.1334 3.4507 -1.8035 0.305 -0.024 0.102 0.14
C 0.2380 2.1655 -2.3142 -0.182 0.062 -0.013 -0.28
C 0.3616 2.0599 -3.7050 0.011 0.001 -0.006 0.00
C 0.4624 0.8155 -4.2758 -0.011 -0.002 0.003 -0.04
C 0.4231 -0.3031 -3.4501 0.007 0.011 -0.004 -0.03
C 0.3029 -0.1138 -2.0961 -0.087 0.018 -0.001 -0.12
N 0.2241 1.1048 -1.5115 0.073 -0.153 0.260 0.06
C -0.2313 3.9315 -0.5616 -0.152 -0.005 -0.074 -0.29
C -0.1354 5.3171 -0.3694 -0.068 0.009 -0.020 0.00
C -0.5554 5.8605 0.8182 0.005 -0.006 0.003 -0.04
C -1.0854 5.0181 1.7932 -0.019 0.010 -0.027 -0.04
C -1.1262 3.6735 1.5268 -0.181 -0.033 0.005 -0.16
N -0.6877 3.1101 0.3814 0.017 -0.381 0.366 0.06
H 0.3052 4.1716 -2.4841 0.006 0.004 0.009 0.14
H 0.3616 2.9566 -4.3105 0.001 -0.002 -0.001 0.12
H 0.5539 0.7145 -5.3490 0.017 0.001 0.003 0.12
H 0.4933 -1.3060 -3.8441 -0.010 0.001 -0.004 0.12
H 0.2826 -0.9541 -1.4225 -0.028 -0.008 0.020 0.05
H 0.2604 5.9402 -1.1607 0.010 -0.002 0.005 0.12
H -0.4815 6.9267 0.9851 -0.006 -0.001 -0.004 0.12
H -1.4506 5.3957 2.7364 -0.002 -0.001 -0.002 0.12
H -1.5331 2.9853 2.2516 -0.002 -0.023 -0.020 0.07
N -5.0000 -0.1757 0.8295 0.052 -0.005 -0.017 0.03
C -3.8218 -0.7810 0.2176 -0.020 -0.113 -0.035 -0.12
C -2.5781 -0.0330 0.6521 -0.152 -0.437 0.310 -0.49
O -1.4689 -0.2995 0.2111 -0.066 1.390 0.232 -0.02
O -2.7866 0.8512 1.6020 0.212 0.079 -0.247 0.11
H -5.5879 -0.8549 1.2922 0.032 -0.010 0.023 0.10
H -5.5650 0.3295 0.1610 -0.009 -0.015 0.004 0.10
H -3.7743 0.8256 1.7448 0.003 -0.044 -0.020 0.12
H -3.8467 -0.8081 -0.8721 0.001 0.018 -0.004 0.14
H -3.6814 -1.8102 0.5573 -0.011 -0.016 0.017 0.13
S -2.5386 -4.0707 3.0058 -0.085 -0.027 -0.015 0.59
C -1.2313 -3.4793 2.1854 0.021 0.132 -0.097 -1.10
S -0.4814 -1.9637 2.6102 0.039 -0.062 0.071 0.95
C 0.5088 -2.0316 1.1770 0.033 -0.010 0.030 -1.04
N 0.3577 -3.1155 0.5045 -0.045 -0.028 -0.008 0.03
N -0.5814 -3.9442 1.0884 0.066 -0.022 0.048 -0.13
C -0.8177 -5.1854 0.4136 -0.034 0.014 -0.038 -0.20
C -0.6410 -5.2328 -0.9643 -0.065 0.018 -0.005 -0.03
C -0.8529 -6.4235 -1.6390 -0.001 -0.001 -0.011 -0.08
C -1.2372 -7.5636 -0.9477 0.000 0.012 0.005 -0.08
C -1.3927 -7.5083 0.4284 -0.007 0.000 0.009 -0.07
C -1.1809 -6.3236 1.1183 0.067 -0.019 0.017 -0.05
S 1.5689 -0.7377 0.7121 -0.032 0.064 0.228 0.67
H -0.3270 -4.3454 -1.4930 0.001 0.006 0.002 0.10
H -0.7136 -6.4588 -2.7115 -0.004 -0.002 0.001 0.10
H -1.4062 -8.4911 -1.4781 0.006 -0.001 0.002 0.10
H -1.6764 -8.3947 0.9799 0.004 -0.001 -0.003 0.11
H -1.2889 -6.2916 2.1905 -0.016 0.011 -0.001 0.07
```
Positions in Å, forces in eV/Å.

Entry 7:
This record from the OMol25 dataset describes one molecule with the formula C6H7O4P3 in a non-equilibrium geometry. The level of theory is ωB97M-V/def2-TZVPD.

Calculated values
SMILES: COC(=O)C#P=[PH]=P#CC(=O)OC
Gap between HOMO and LUMO (alpha / beta) (eV): 6.697 / 6.642
Highest occupied orbital energy (alpha / beta) (eV): -8.67 / -8.63
ΔE to the lowest compared entry with this formula, charge and spin (kcal/mol): 99.6
LUMO (alpha / beta) (eV): -2.0 / -2.0

```
20
Properties=species:S:1:pos:R:3:forces:R:3:lowdin_charge:R:1
C -1.7379 -0.1607 -1.5510 -3.527 -0.614 3.430 -0.03
O -1.8984 1.1280 -0.9365 0.084 -0.051 1.770 -0.07
C -1.7406 1.1638 0.4480 0.170 -0.163 -1.789 -0.59
O -1.5853 0.1933 1.1405 -0.167 0.170 0.158 0.10
C -1.6855 2.5539 0.7983 0.424 0.109 0.110 -0.36
P -1.7849 4.1392 0.8175 -0.565 -0.412 0.151 0.64
P 0.2629 4.9571 1.0704 0.420 0.622 -1.482 0.26
P 1.8397 3.4750 0.7523 0.548 -0.039 0.162 0.64
C 1.3263 1.9872 0.9513 -0.164 -0.301 0.097 -0.34
C 1.4779 0.6027 0.5906 -0.661 -1.287 0.041 -0.60
O 1.3553 0.2582 -0.5672 0.176 0.236 0.022 0.09
O 1.6065 -0.3075 1.5948 -0.878 2.393 0.742 -0.05
C 1.4223 -1.6290 1.1978 1.585 -2.577 1.799 -0.08
H -1.9971 -1.0081 -0.8169 -0.081 1.321 -1.083 0.13
H -0.7694 -0.2880 -1.7310 3.994 -0.439 -1.478 0.03
H -2.4146 -0.0998 -2.3518 -0.460 -0.464 -1.306 0.08
H 0.3806 5.1060 -0.4242 -0.249 0.284 1.450 -0.12
H 0.7080 -1.7313 0.4465 -0.787 0.064 -1.679 0.05
H 1.0082 -2.3745 2.0107 1.177 2.072 -0.851 0.14
H 2.4659 -1.8906 0.9116 -1.040 -0.921 -0.265 0.11
```
Positions in Å, forces in eV/Å.